[1]
DFT (wB97M-V/def2-TZVPD) results for a 10-piece molecular cluster, C68H73F9O2P overall at a distorted geometry.

highest occupied orbital energy: -10.1 eV
net charge: +1
orbital gap: 7.7826 eV

Structure (XYZ):
```
153
Properties=species:S:1:pos:R:3:forces:R:3:lowdin_charge:R:1
C 2.35757 1.50505 -0.78738 0.3 0.1 0.1 0.05
C 1.53844 0.57756 -1.24967 -0.1 0.1 0.1 -0.07
C 1.99438 -0.83709 -1.25533 -1.0 0.6 0.1 -0.54
O 3.02886 -1.20666 -1.69226 1.5 -0.6 -0.7 0.15
O 1.08501 -1.66467 -0.70121 -0.5 -0.1 -0.2 -0.02
C 1.09985 -3.01433 -1.20294 -0.2 -0.6 0.1 -0.16
C 0.12925 -3.83460 -0.35852 0.0 0.7 -0.1 -0.14
C -1.29186 -3.24011 -0.44057 -0.4 0.0 0.1 -0.21
C -2.28965 -4.08004 -1.27796 0.1 0.2 -0.1 -0.20
C -3.01899 -3.29459 -2.38159 -0.2 -0.1 0.0 -0.23
C -4.39384 -2.70678 -1.96652 0.6 -0.3 -0.5 -0.31
P -4.19776 -1.66672 -0.51570 -0.6 -0.2 0.1 1.11
C -5.54815 -0.58583 -0.02038 -0.3 0.9 0.4 -0.47
C -5.05854 0.11969 1.27427 0.6 0.1 -0.5 -0.11
C -5.95485 0.50934 -1.06072 0.0 -0.4 -0.2 -0.20
C -5.31271 0.47757 -2.45624 -0.4 0.6 -0.1 -0.28
C -5.57364 1.81217 -3.20129 -0.2 -0.2 0.3 -0.08
H 2.05849 2.53298 -0.61771 0.1 -0.1 -0.4 0.05
H 3.37756 1.21028 -0.54854 -0.1 0.1 0.2 0.09
H 0.55618 0.80963 -1.64865 -0.1 -0.1 0.4 0.10
H 2.10348 -3.44043 -1.17594 0.0 0.2 0.0 0.13
H 0.74200 -2.99148 -2.24179 0.2 0.0 0.0 0.14
H 0.49273 -3.82056 0.67329 -0.1 -0.2 -0.1 0.13
H 0.11142 -4.85834 -0.73480 0.2 0.0 0.2 0.09
H -1.69840 -3.09258 0.56773 0.2 -0.1 -0.1 0.10
H -1.23153 -2.23511 -0.87880 0.1 -0.1 0.1 0.07
H -1.74823 -4.89758 -1.76190 -0.1 0.0 0.1 0.10
H -3.04128 -4.53948 -0.62393 0.1 -0.2 -0.1 0.11
H -2.39880 -2.47185 -2.76193 0.0 -0.2 0.0 0.10
H -3.21647 -3.96086 -3.22682 0.0 0.2 0.0 0.12
H -5.09660 -3.51915 -1.75507 0.0 0.2 0.2 0.11
H -4.77721 -2.12756 -2.80525 -0.1 0.1 0.2 0.08
H -3.02245 -0.92313 -0.62103 0.0 0.1 -0.1 0.05
H -3.96289 -2.53144 0.55428 0.1 0.1 0.0 0.05
H -6.42295 -1.18710 0.25263 0.3 -0.3 -0.2 0.12
H -4.71205 -0.57731 2.03942 -0.3 0.1 0.1 0.05
H -4.20664 0.75676 0.99509 -0.1 -0.1 0.2 0.08
H -5.83016 0.79475 1.64801 0.0 -0.3 0.1 0.10
H -5.74691 1.48417 -0.61361 0.0 -0.1 0.0 0.11
H -7.03699 0.43065 -1.20631 0.1 0.2 0.1 0.13
H -5.77763 -0.31517 -3.04576 0.3 -0.1 0.1 0.10
H -4.22521 0.34239 -2.39913 -0.1 -0.3 0.0 0.08
H -5.89136 1.62842 -4.22814 0.2 0.1 0.0 0.08
H -6.38821 2.35913 -2.71334 0.1 -0.1 -0.1 0.08
H -4.69606 2.46011 -3.18642 -0.1 -0.1 -0.1 0.08
F 5.81239 7.50657 1.16693 0.0 0.0 0.0 0.05
C 5.58883 6.45798 0.34918 0.0 -0.1 -0.1 -0.29
C 5.73653 5.18006 0.84856 0.0 0.0 0.2 -0.02
C 5.49832 4.10362 0.00552 -0.1 0.0 -0.1 -0.09
C 5.12625 4.31690 -1.31502 0.0 0.0 0.0 -0.10
C 4.98771 5.61331 -1.79337 0.0 0.0 0.1 -0.08
C 5.21654 6.69795 -0.95868 0.0 0.1 0.0 -0.01
H 6.03138 5.03502 1.87990 0.0 0.0 0.0 0.12
H 5.60173 3.09465 0.38460 0.0 0.0 0.0 0.10
H 4.94311 3.47509 -1.97007 0.0 0.0 0.0 0.10
H 4.70069 5.78364 -2.82248 0.0 0.0 0.0 0.11
H 5.10860 7.71541 -1.31000 0.0 0.0 0.0 0.12
F -7.39973 -2.51328 2.82247 0.0 0.0 0.0 0.03
C -6.95381 -2.21860 4.06989 0.0 0.0 0.1 -0.29
C -7.85780 -1.82565 5.03409 -0.1 0.0 0.0 -0.01
C -7.37829 -1.52361 6.30113 0.1 0.0 0.0 -0.07
C -6.01973 -1.60870 6.58004 0.0 0.0 0.0 -0.08
C -5.13115 -2.00151 5.58887 -0.1 0.0 0.1 -0.08
C -5.60306 -2.31681 4.32326 0.2 0.0 -0.2 -0.04
H -8.91056 -1.76050 4.79478 0.0 0.0 0.0 0.12
H -8.07100 -1.21986 7.07409 0.0 0.0 0.0 0.11
H -5.65574 -1.36837 7.56962 0.0 0.0 0.0 0.11
H -4.07148 -2.06402 5.79708 0.0 0.0 0.0 0.11
H -4.93195 -2.63616 3.53571 0.0 0.0 0.0 0.10
F 4.27719 4.03619 5.57176 0.0 0.0 0.0 0.07
C 4.05333 2.98598 4.76089 0.0 -0.1 0.0 -0.28
C 4.16660 1.70801 5.27200 0.0 0.0 0.1 -0.01
C 3.92656 0.63186 4.42983 0.0 0.0 -0.1 -0.07
C 3.58597 0.84216 3.10008 0.0 0.0 -0.1 -0.09
C 3.48415 2.13597 2.60938 0.0 0.0 0.1 -0.10
C 3.71372 3.22100 3.44397 0.0 0.1 -0.1 -0.03
H 4.43877 1.56668 6.30914 0.0 0.0 0.0 0.12
H 4.00711 -0.37564 4.81549 0.0 0.0 0.0 0.11
H 3.40056 -0.00169 2.44767 0.0 0.0 0.0 0.10
H 3.22769 2.30714 1.57266 0.0 0.0 0.0 0.07
H 3.63002 4.23794 3.08180 0.1 0.0 0.0 0.10
F 1.62781 4.58742 -1.00959 -0.1 0.0 -0.1 0.03
C 1.36401 5.79049 -0.44456 0.1 0.1 0.1 -0.28
C 0.57916 6.69349 -1.12925 0.0 0.0 -0.1 -0.02
C 0.32376 7.92405 -0.54001 0.0 0.0 0.1 -0.08
C 0.85612 8.22998 0.70536 0.0 0.0 0.0 -0.09
C 1.64683 7.30190 1.36920 0.0 0.0 0.0 -0.07
C 1.90485 6.06613 0.79369 0.0 -0.1 0.1 -0.02
H 0.18360 6.43659 -2.10277 0.0 0.0 0.0 0.12
H -0.29120 8.64704 -1.05876 0.0 0.0 0.0 0.11
H 0.65798 9.19282 1.15617 0.0 0.0 0.0 0.10
H 2.06994 7.54093 2.33583 0.0 0.0 0.0 0.11
H 2.52106 5.32623 1.28876 0.0 0.0 -0.1 0.10
F -2.58933 -0.77356 3.28784 -0.1 -0.1 0.0 0.02
C -1.75632 0.29986 3.28741 0.1 0.2 0.0 -0.29
C -1.63996 1.07293 4.42250 -0.1 -0.1 0.1 -0.01
C -0.77007 2.15484 4.39395 0.1 0.0 -0.1 -0.06
C -0.04260 2.44684 3.24722 0.0 0.0 0.0 -0.08
C -0.18344 1.65622 2.11480 -0.1 0.1 0.2 -0.07
C -1.05065 0.57432 2.13605 0.0 -0.2 -0.3 -0.02
H -2.21232 0.82757 5.30723 0.0 0.0 0.0 0.12
H -0.65602 2.76921 5.27687 0.0 0.0 0.0 0.11
H 0.63733 3.28754 3.23909 0.0 0.0 0.0 0.10
H 0.37971 1.87723 1.21909 0.0 0.0 0.0 0.09
H -1.16267 -0.07479 1.27422 0.1 0.0 0.0 0.10
F 0.01900 -7.15273 -0.75727 0.0 0.0 0.0 0.03
C 0.23227 -7.91556 -1.85878 0.0 -0.1 -0.2 -0.30
C 1.36228 -8.70381 -1.91287 0.1 0.0 0.1 -0.01
C 1.56966 -9.48592 -3.04001 -0.1 0.0 0.0 -0.07
C 0.65955 -9.46196 -4.08880 0.0 0.0 0.0 -0.09
C -0.46741 -8.65589 -4.01005 0.1 0.0 0.0 -0.08
C -0.69124 -7.87728 -2.88304 -0.1 0.1 0.0 -0.04
H 2.06020 -8.70414 -1.08649 0.0 0.0 0.0 0.12
H 2.44657 -10.11614 -3.09773 0.0 0.0 0.0 0.11
H 0.82864 -10.07226 -4.96537 0.0 0.0 0.0 0.11
H -1.17900 -8.63586 -4.82457 0.0 0.0 0.0 0.11
H -1.57222 -7.25475 -2.79437 0.0 0.0 0.0 0.11
F -2.64851 0.23054 -6.96120 0.0 0.0 0.0 0.06
C -1.48499 0.07755 -6.30157 0.1 0.0 0.0 -0.29
C -1.51999 -0.19399 -4.94881 -0.1 0.0 0.1 -0.03
C -0.31856 -0.35329 -4.27253 0.0 0.0 0.0 -0.09
C 0.89057 -0.23596 -4.94279 0.1 0.0 0.0 -0.08
C 0.89621 0.04027 -6.30374 -0.1 0.0 0.0 -0.06
C -0.29710 0.19675 -6.99475 0.0 0.0 -0.1 0.00
H -2.47456 -0.27452 -4.44412 0.0 0.0 0.0 0.10
H -0.32837 -0.57337 -3.21131 0.0 0.0 0.0 0.08
H 1.82377 -0.35842 -4.40757 0.0 0.0 0.0 0.10
H 1.83505 0.13569 -6.83195 0.0 0.0 0.0 0.11
H -0.31381 0.40752 -8.05531 0.0 0.0 0.0 0.12
F -4.23871 -13.35962 -0.19477 0.0 0.0 0.0 0.06
C -3.50839 -12.23269 -0.10655 0.1 0.1 0.0 -0.29
C -3.55080 -11.50040 1.06318 -0.1 0.0 0.1 -0.02
C -2.79404 -10.34078 1.14771 0.0 0.0 -0.1 -0.08
C -2.01760 -9.92889 0.07244 0.0 0.0 0.0 -0.09
C -1.99251 -10.68385 -1.09324 0.0 0.0 0.1 -0.07
C -2.74106 -11.84836 -1.18813 0.0 0.0 -0.1 -0.01
H -4.16526 -11.83872 1.88642 0.0 0.0 0.0 0.12
H -2.81029 -9.75841 2.05963 0.0 0.0 0.0 0.10
H -1.43098 -9.02285 0.14641 0.0 0.0 0.0 0.08
H -1.38860 -10.36694 -1.93305 0.0 0.0 0.0 0.08
H -2.73299 -12.45584 -2.08310 0.0 0.0 0.0 0.12
F 11.50983 11.89320 1.15738 0.0 0.0 0.0 0.06
C 10.35390 11.23670 0.93751 -0.1 0.0 0.0 -0.29
C 9.37092 11.85037 0.18726 0.0 0.1 0.0 -0.02
C 8.18404 11.16758 -0.03709 0.0 -0.1 0.0 -0.08
C 7.99488 9.89678 0.48950 0.0 0.0 0.0 -0.10
C 8.99888 9.30416 1.24246 0.0 0.0 0.0 -0.08
C 10.19278 9.97338 1.47026 0.1 -0.1 0.1 -0.02
H 9.53874 12.84275 -0.20878 0.0 0.0 0.0 0.12
H 7.40432 11.63213 -0.62624 0.0 0.0 0.0 0.10
H 7.06849 9.36899 0.31630 0.0 0.0 0.0 0.08
H 8.85160 8.31538 1.65679 0.0 0.0 0.0 0.10
H 10.99066 9.52930 2.04993 0.0 0.0 0.0 0.12
```
Forces are in eV/Å.

***

[2]
DFT (wB97M-V/def2-TZVPD) results for C68H84AsHgN12OSe as an isolated structure at a distorted geometry.

highest occupied orbital energy (spin up / spin down): -6.0 / -6.0 eV
ΔE to the lowest compared entry with this formula, charge and spin: 85.4 kJ/mol
multiplicity: 2
orbital gap (spin up / spin down): 6.2677 / 4.8638 eV

Structure (XYZ):
```
168
Properties=species:S:1:pos:R:3:forces:R:3:lowdin_spin:R:1
Hg -1.19252 -0.54604 -1.25141 -0.1 -0.1 0.0 0.01
C -5.49592 -0.90874 0.23889 0.0 0.1 0.3 0.00
C -4.39382 -1.68124 1.01029 -0.1 0.0 0.0 0.00
N -3.59782 -2.48764 0.11379 0.1 -0.4 0.4 0.00
C -4.30422 -3.54394 -0.57921 0.2 0.1 -0.3 0.00
C -3.81742 -3.63694 -2.04231 -0.1 0.1 0.1 0.00
N -3.58602 -2.34624 -2.66751 0.0 -0.2 -0.4 0.00
C -4.72132 -1.65244 -3.25171 -0.1 0.0 0.0 0.00
C -5.73602 -1.16804 -2.21011 -0.2 0.1 -0.2 0.00
N -5.10512 -0.49154 -1.09161 0.4 0.0 0.0 0.00
H -6.41422 -1.50604 0.18989 0.1 0.1 -0.1 0.00
H -5.73732 -0.01914 0.83559 -0.1 -0.2 0.1 0.00
H -3.71772 -0.95744 1.47179 0.0 0.0 0.1 0.00
H -4.87212 -2.27044 1.81799 0.0 0.2 0.0 0.00
H -2.74222 -2.82344 0.54409 -0.1 0.2 -0.1 0.00
H -4.16532 -4.53074 -0.10621 -0.1 0.1 -0.1 0.00
H -5.37262 -3.32914 -0.54251 0.0 0.0 -0.1 0.00
H -2.84582 -4.13954 -2.03071 -0.1 -0.1 -0.1 0.00
H -4.52222 -4.26384 -2.61771 0.1 -0.1 0.1 0.00
H -2.88482 -2.47034 -3.38821 0.0 0.2 0.2 0.00
H -4.31662 -0.77684 -3.76601 0.0 0.0 -0.1 0.00
H -5.25622 -2.27694 -3.99251 0.0 0.2 0.1 0.00
H -6.42562 -0.46644 -2.70621 0.0 -0.3 -0.1 0.00
H -6.34192 -2.02434 -1.88491 0.0 0.1 0.1 0.00
H -4.09612 -0.60014 -1.18361 0.0 -0.1 0.0 0.00
C 2.47948 5.44156 11.36869 0.2 0.0 0.1 0.00
O 1.17108 5.39706 10.85049 -0.4 -0.1 -0.1 0.00
C 0.94258 4.66626 9.72849 -0.1 -0.1 -0.2 0.00
C 1.86458 3.80346 9.14339 0.1 0.2 0.3 0.00
C 1.56488 3.16716 7.95249 -0.4 0.0 -0.2 0.00
C 0.34128 3.36576 7.31839 0.3 0.2 0.6 0.00
C -0.60422 4.18066 7.94869 0.1 -0.1 -0.1 0.00
C -0.31312 4.81566 9.13139 0.2 0.1 0.2 0.00
C 0.04478 2.82496 6.00889 -0.2 -0.2 -0.6 0.00
N -1.13762 2.84746 5.43259 -0.1 0.1 0.5 0.00
C -0.95562 2.36476 4.17429 1.3 -0.3 -0.1 0.00
C 0.38788 2.04056 3.97889 -1.0 0.2 0.1 0.00
N 1.00478 2.32496 5.16449 0.0 0.0 0.2 0.00
C 0.92038 1.66156 2.72229 0.0 -0.1 -0.6 0.00
C 2.27558 1.42826 2.45729 -0.1 0.0 -0.1 0.00
C 2.67738 1.21206 1.16099 0.0 0.1 0.2 0.00
C 1.71058 1.22816 0.15359 0.1 0.0 0.0 0.00
N 0.43048 1.40046 0.38439 -0.1 0.1 -0.2 0.00
C 0.01038 1.59836 1.63469 0.7 0.0 0.4 0.00
C -1.40842 1.79046 1.85269 -0.6 0.3 0.5 0.00
N -2.22822 1.58376 0.81779 0.1 -0.1 -0.2 0.00
C -3.51612 1.80096 0.95679 0.0 0.0 0.1 0.00
C -4.08062 2.26936 2.14809 0.1 0.0 0.2 0.00
C -3.26702 2.46066 3.24059 0.1 0.0 -0.2 0.00
C -1.89692 2.20646 3.11539 -0.1 -0.1 -0.5 0.00
H 2.46848 6.21006 12.13929 0.0 0.0 0.0 0.00
H 3.19988 5.71626 10.59189 0.0 0.0 0.1 0.00
H 2.77038 4.48926 11.82349 0.0 0.0 -0.1 0.00
H 2.82358 3.62346 9.60049 0.1 0.0 0.1 0.00
H 2.30398 2.50806 7.52159 0.1 -0.1 0.0 0.00
H -1.55722 4.32116 7.46549 -0.1 0.0 0.0 0.00
H -1.03352 5.46226 9.60599 -0.1 0.1 0.1 0.00
H 1.98908 2.23706 5.34959 -0.1 0.1 0.1 0.00
H 2.99228 1.42816 3.26729 0.1 0.0 0.0 0.00
H 3.71548 1.05076 0.92179 0.1 0.0 0.0 0.00
H 1.97848 1.09876 -0.88501 0.1 -0.1 -0.2 0.00
H -4.12092 1.59436 0.08309 -0.1 0.0 -0.1 0.00
H -5.13802 2.46666 2.21369 -0.2 0.0 0.0 0.00
H -3.64462 2.79836 4.19339 -0.1 0.1 0.1 0.00
C 3.44118 -1.44404 -4.41721 0.1 -0.3 -0.1 0.00
N 3.15108 -0.10754 -3.95111 0.7 -0.2 -0.1 0.00
C 4.01218 0.95616 -4.41711 0.2 0.3 -0.1 0.00
C 1.93998 0.20866 -3.56411 0.0 0.1 0.1 0.00
N 0.91478 0.55576 -3.17381 -0.7 0.3 0.1 0.00
H 4.43848 -1.73214 -4.07691 0.0 0.0 0.0 0.00
H 3.40828 -1.49884 -5.51241 0.0 0.0 0.1 0.00
H 2.71118 -2.13864 -4.00571 0.1 0.0 0.0 0.00
H 5.03858 0.74706 -4.10901 0.0 0.0 0.0 0.00
H 3.69508 1.89896 -3.97311 0.0 0.0 0.0 0.00
H 3.98418 1.04606 -5.51041 0.0 0.0 0.1 0.00
C -2.84902 6.10916 1.27339 -0.2 -0.1 -0.1 0.00
C -3.49042 5.71446 -0.05141 0.2 0.1 -0.1 0.00
C -2.47312 5.49126 -1.16811 -0.1 -0.1 0.1 0.00
C -1.58002 4.27276 -0.91281 -0.5 0.3 0.3 0.00
N -0.84252 3.92516 -2.09431 0.2 -0.4 -0.4 0.00
C -1.31842 3.13536 -3.09141 -0.2 -0.1 -0.1 0.00
Se -2.92082 2.31786 -3.10771 -0.8 -0.3 0.1 0.00
N -0.38982 3.09686 -4.08301 -0.1 0.2 0.4 0.00
C -0.53712 2.44406 -5.35601 0.0 -0.1 -0.6 0.00
C -0.69212 3.46336 -6.48911 -0.1 0.1 0.2 0.00
C -2.00802 4.24116 -6.43991 0.0 -0.1 -0.1 0.00
C -3.21982 3.38856 -6.79621 0.1 0.1 0.1 0.00
C 0.69538 3.84226 -3.70231 0.4 0.5 0.4 0.00
C 1.90418 4.11016 -4.32421 -0.2 -0.1 0.0 0.00
C 2.79498 4.93776 -3.66041 0.2 0.0 0.0 0.00
C 2.49428 5.48856 -2.41991 0.1 0.0 0.0 0.00
C 1.29188 5.22216 -1.78621 -0.1 -0.1 0.0 0.00
C 0.40028 4.38466 -2.43581 0.6 0.1 -0.5 0.00
H -3.61422 6.25886 2.03099 0.0 0.0 0.2 0.00
H -2.28872 7.03696 1.16639 0.1 0.1 0.0 0.00
H -2.17732 5.33326 1.63119 0.1 -0.1 0.1 0.00
H -4.18012 6.50326 -0.36171 -0.1 -0.1 0.0 0.00
H -4.07042 4.79876 0.07619 -0.1 0.0 0.0 0.00
H -1.85742 6.38666 -1.29951 0.0 0.0 0.0 0.00
H -3.01152 5.31246 -2.10321 0.1 0.0 0.0 0.00
H -2.19672 3.41106 -0.65251 0.2 0.1 0.0 0.00
H -0.86532 4.45626 -0.10951 0.0 -0.1 0.0 0.00
H -1.41502 1.79866 -5.29761 0.1 0.0 0.1 0.00
H 0.34278 1.81576 -5.52591 -0.1 0.0 0.1 0.00
H -0.62372 2.93296 -7.44121 0.1 0.0 -0.1 0.00
H 0.13908 4.17176 -6.43921 0.0 -0.1 -0.1 0.00
H -1.93462 5.07496 -7.14301 0.0 0.1 0.1 0.00
H -2.14762 4.66236 -5.44121 0.0 0.1 0.0 0.00
H -3.07172 2.88556 -7.75041 0.0 -0.1 -0.1 0.00
H -4.10882 4.01026 -6.87371 -0.1 0.0 0.0 0.00
H -3.40522 2.64156 -6.02831 0.0 -0.1 0.0 0.00
H 2.14888 3.69686 -5.29081 0.0 0.0 -0.1 0.00
H 3.74428 5.16246 -4.12371 0.1 0.0 0.0 0.00
H 3.20958 6.14276 -1.94411 0.1 0.0 0.0 0.00
H 1.06398 5.65846 -0.82661 -0.1 0.0 0.1 0.00
C 1.57738 -9.58234 -0.87251 0.0 0.0 0.0 0.00
C 1.42958 -8.18774 -0.34601 -0.1 0.1 -0.1 0.00
C 2.52598 -7.42714 0.01969 0.0 0.0 0.0 0.00
C 2.40638 -6.09724 0.40699 0.1 0.0 0.1 0.00
C 3.65618 -5.37644 0.81699 0.1 0.0 0.0 0.00
C 1.15008 -5.48714 0.41009 0.0 0.4 -0.1 0.02
As 0.76108 -3.49714 0.38189 0.2 -0.7 1.0 0.10
N 0.96828 -3.03764 -1.30061 0.1 1.0 -0.2 0.49
C 1.03128 -3.68604 -2.46771 0.2 -0.7 -0.8 0.04
C 0.38128 -3.16094 -3.60801 -0.2 0.3 0.3 0.07
C 0.52588 -3.74134 -4.84521 -0.1 -0.1 -0.3 -0.01
C 1.34118 -4.85104 -5.02601 0.0 0.0 0.0 0.08
C 2.01238 -5.36714 -3.92901 0.1 -0.2 -0.2 0.00
C 1.85618 -4.81634 -2.67741 0.0 0.1 0.4 0.08
C 2.31398 -2.64964 1.28769 -0.1 0.1 0.0 0.05
C 3.40698 -2.03314 0.67659 0.0 -0.1 -0.2 0.00
C 3.51008 -1.84734 -0.80421 0.0 0.1 -0.1 0.01
C 4.46008 -1.57544 1.46019 0.0 -0.1 0.2 0.00
C 4.44458 -1.66934 2.84059 0.0 0.0 0.0 0.00
C 5.60778 -1.20794 3.66849 0.0 0.0 0.0 0.00
C 3.31648 -2.20744 3.44419 0.1 0.1 -0.1 0.00
C 2.26428 -2.69624 2.68629 -0.2 0.0 0.1 0.00
C 1.08368 -3.29524 3.39219 -0.1 0.0 0.0 0.01
C 0.02738 -6.28474 0.15999 -0.1 0.1 0.2 0.00
C -1.36562 -5.74674 0.31649 -0.1 0.1 0.0 0.00
C 0.17648 -7.60964 -0.22081 0.2 0.0 0.0 0.00
H 2.61178 -9.91494 -0.83341 0.1 0.0 0.0 0.00
H 1.23958 -9.62574 -1.90851 0.0 -0.1 0.0 0.00
H 0.96888 -10.27554 -0.29561 0.0 -0.1 0.0 0.00
H 3.51178 -7.87164 -0.01011 0.1 -0.1 0.0 0.00
H 4.49598 -6.06854 0.84279 0.0 0.0 0.0 0.00
H 3.54438 -4.93994 1.80909 0.1 0.1 0.0 0.00
H 3.89808 -4.57594 0.11929 0.1 0.1 0.0 0.00
H -0.24822 -2.28934 -3.48121 0.0 0.1 0.1 0.00
H 0.00498 -3.31334 -5.68971 -0.1 0.0 -0.1 0.00
H 1.45868 -5.29854 -6.00141 0.0 0.0 -0.1 0.01
H 2.66898 -6.21674 -4.05321 0.1 -0.1 0.0 0.00
H 2.40968 -5.21794 -1.84151 0.0 0.0 0.0 0.00
H 2.64078 -1.29874 -1.16801 0.1 0.0 -0.1 0.00
H 3.53478 -2.80574 -1.32761 0.0 0.0 -0.1 0.00
H 4.41588 -1.29184 -1.04941 0.0 0.0 0.0 0.00
H 5.32678 -1.14354 0.97539 0.0 0.1 -0.1 0.00
H 6.42688 -0.87044 3.03559 0.0 0.0 0.0 0.00
H 5.97118 -2.02144 4.29809 0.0 0.0 0.0 0.00
H 5.31298 -0.38634 4.32339 0.1 0.0 0.0 0.00
H 3.26808 -2.26454 4.52569 0.0 0.0 0.0 0.00
H 1.18468 -3.18904 4.47099 0.0 0.0 0.0 0.00
H 0.99238 -4.35804 3.15309 -0.1 0.0 0.1 0.00
H 0.16318 -2.79844 3.07219 0.0 -0.1 0.1 0.00
H -1.40782 -5.04244 1.15139 -0.2 -0.1 -0.1 0.00
H -2.06582 -6.55934 0.50899 0.0 0.0 -0.1 0.00
H -1.67232 -5.22494 -0.59361 -0.1 0.1 0.1 0.00
H -0.70452 -8.19444 -0.44701 -0.1 -0.1 0.0 0.00
```
Forces are in eV/Å.